(1)
ORCA calculation (ωB97M-V/def2-TZVPD) on an isolated ion of composition C6H11N and charge +1 at a distorted geometry.

The expectation value of S² is 0.76. Its multiplicity is 2. The value obtained for the LUMO energy (spin up / spin down) is -4.3693 / -6.6391 eV. The HOMO energy (spin up / spin down) is -13.6 / -14.9 eV. The value obtained for the frontier orbital gap (spin up / spin down) is 9.2595 / 8.2902 eV. The total energy is -289.660367 Eh. The total charge is +1.

```
18
Properties=species:S:1:pos:R:3:lowdin_spin:R:1
C -2.19587 0.40984 -0.00532 0.051
N 0.01659 -0.26096 1.82730 0.179
C 0.12922 -0.38590 0.48330 0.190
C -0.78289 0.22321 -0.41854 0.371
C -0.34625 0.67517 -1.76123 0.054
C 2.59263 -0.50241 0.65879 0.055
C 1.46829 -0.74847 -0.00467 0.009
H -2.34445 0.11157 1.02750 0.000
H -2.50883 1.44160 -0.16872 0.014
H -2.82931 -0.21364 -0.64010 0.020
H 0.69824 -0.86045 2.28425 0.007
H -0.88584 -0.49915 2.24075 0.008
H -0.91432 1.56410 -2.00101 0.003
H -0.53893 -0.10807 -2.50393 0.025
H 0.70759 0.94485 -1.80491 0.006
H 3.55308 -0.70102 0.19942 0.003
H 2.66807 -0.01285 1.62094 0.003
H 1.51296 -1.07741 -1.03381 0.002
```

(2)
ORCA calculation (ωB97M-V/def2-TZVPD) on a 2-piece molecular cluster, C9H14O overall at a distorted geometry.

The expectation value of S² is 0.76. Its multiplicity is 2. The value obtained for the LUMO energy (spin up / spin down) is 3.4800 / 3.4454 eV. The HOMO energy (spin up / spin down) is 0.8 / -3.2 eV. The value obtained for the frontier orbital gap (spin up / spin down) is 2.6851 / 6.6019 eV. The total energy is -426.463848 Eh. The total charge is -1.

```
24
Properties=species:S:1:pos:R:3:lowdin_spin:R:1
C -2.48027 -2.35024 -1.46496 0.018
C 0.03415 -2.03976 -0.87751 0.265
C -1.21768 -1.52202 -1.34080 0.064
C 1.24008 -1.26283 -1.09260 0.147
C -1.28591 -0.24828 -1.91161 0.122
C 1.08517 0.04151 -1.35870 0.059
C -0.13652 0.53077 -1.91402 0.212
O 2.23995 0.85202 -1.32843 0.005
H 0.09523 -3.03508 -0.46291 0.036
H 2.26148 -1.72191 -0.89284 0.005
H -3.31405 -1.78809 -2.17715 0.003
H -3.00354 -2.63024 -0.59400 0.003
H -2.27820 0.10294 -2.24470 0.007
H -0.33237 1.59369 -2.14324 0.029
H 2.10069 1.79313 -1.45024 0.003
H -2.13430 -3.29698 -2.08400 0.009
C 0.89067 1.45754 2.28749 0.005
C 0.86323 2.25820 3.58469 0.002
H 1.95726 1.72732 1.90180 0.000
H 0.79854 0.44301 2.36335 0.002
H 0.08683 1.63638 1.54216 0.003
H 1.63419 1.76866 4.17592 0.000
H 0.95576 3.41572 3.39281 0.000
H -0.06042 2.27455 4.08948 0.000
```

(3)
ORCA calculation (ωB97M-V/def2-TZVPD) on one molecule with the formula C19H28N4O.

The value obtained for the LUMO energy is 0.6991 eV. The HOMO energy is -8.4 eV. The value obtained for the frontier orbital gap is 9.1253 eV. The total energy is -1035.035301 Eh.

```
52
Properties=species:S:1:pos:R:3:mulliken_charge:R:1
O 1.99231 3.30884 0.18091 -0.697
H 1.95136 2.36222 -0.05255 0.431
C 0.66968 3.69117 0.44917 -0.688
C -0.32274 3.08892 -0.54708 -1.230
H 0.04002 3.28626 -1.55783 0.333
H -1.29471 3.57022 -0.42984 0.438
C -0.49693 1.57773 -0.33619 0.549
N 0.79260 0.88987 -0.46783 0.605
C 0.96783 0.40703 -1.82229 -1.300
H 1.96300 -0.03251 -1.91709 0.521
C -0.10017 -0.62132 -2.23568 -1.020
N -1.34037 -0.40263 -1.49996 0.873
C -1.55917 1.01972 -1.30351 -1.557
H -1.52874 1.56434 -2.26468 0.404
H -2.54158 1.17373 -0.85876 0.680
C -2.44143 -1.07706 -2.16284 -1.016
C -3.70985 -1.20178 -1.31924 -0.854
H -4.44406 -1.74982 -1.91206 0.438
H -4.12661 -0.22175 -1.08970 0.386
C -3.49309 -1.94187 0.00089 -0.588
N -2.94260 -1.08265 1.01512 0.873
C -1.97742 -1.38264 1.90302 -0.338
C -1.84101 -0.29380 2.73426 -0.629
C -2.78600 0.62292 2.25903 -0.475
N -3.44498 0.12776 1.22761 -0.965
H -3.01016 1.60676 2.62199 0.502
H -1.16476 -0.17556 3.55597 0.502
H -1.46881 -2.32589 1.89186 0.509
H -2.81163 -2.78449 -0.13619 0.256
H -4.45842 -2.32461 0.35566 0.338
H -2.70102 -0.57476 -3.11398 0.387
H -2.09144 -2.08523 -2.40955 0.448
H -0.25986 -0.54569 -3.32610 0.468
H 0.24415 -1.63754 -2.01918 0.385
H 0.92265 1.27605 -2.48361 0.410
C 0.99685 -0.15113 0.53971 0.136
C 2.37569 -0.74563 0.43937 -0.311
C 3.49974 0.03876 0.67380 -0.196
C 4.76775 -0.50386 0.57019 -0.839
C 4.93061 -1.83844 0.23735 -0.429
C 3.81750 -2.62860 0.01053 -0.761
C 2.54914 -2.08322 0.10971 -0.153
H 1.68287 -2.70572 -0.06800 0.357
H 3.93637 -3.67157 -0.24563 0.394
H 5.92108 -2.26176 0.15781 0.387
H 5.63260 0.11682 0.75247 0.406
H 3.38044 1.07848 0.93876 0.427
H 0.24007 -0.94241 0.45847 -0.123
H 0.88585 0.32567 1.51915 0.606
H -0.85136 1.41992 0.68706 0.052
H 0.38416 3.39213 1.47112 0.246
H 0.64520 4.78384 0.39567 0.425
```

(4)
ORCA calculation (ωB97M-V/def2-TZVPD) on C35H42F3LuN6O13S2 as an isolated structure at a distorted geometry.

The value obtained for the LUMO energy (spin up / spin down) is -0.5726 / -0.5726 eV. The HOMO energy (spin up / spin down) is -6.7 / -6.7 eV. The value obtained for the frontier orbital gap (spin up / spin down) is 6.1601 / 6.1606 eV. The total energy is -4997.221346 Eh.

```
102
Properties=species:S:1:pos:R:3:mulliken_charge:R:1
Lu 6.95771 -18.45293 -7.46527 2.183
O 9.82186 -14.88492 -6.97156 -0.525
C 9.47882 -16.12891 -7.38471 0.625
O 8.43831 -16.71127 -7.06491 -0.513
C 10.55789 -16.59836 -8.37175 -0.752
O 10.59318 -18.00638 -8.56470 -0.305
C 11.12899 -18.85889 -7.52804 -0.956
C 10.12148 -19.41385 -6.48942 0.384
O 10.69749 -19.83525 -5.48688 -0.708
O 8.86943 -19.42250 -6.80046 0.094
H 9.19972 -14.52503 -6.31754 0.406
H 11.48885 -16.18436 -7.94009 0.434
H 10.32685 -16.07211 -9.29690 0.290
H 11.94935 -18.42007 -6.96383 0.477
H 11.51783 -19.77319 -8.01390 0.320
O 2.71636 -15.53861 -10.86971 -0.643
C 3.67449 -16.19150 -10.45126 0.156
C 3.59801 -17.67363 -10.08927 -0.031
O 2.71226 -18.48419 -10.22872 -0.678
C 4.89827 -17.87056 -9.37616 -0.305
C 5.76017 -16.73438 -9.55112 1.182
O 7.01430 -16.78650 -9.20027 -0.630
C 5.00221 -15.58680 -10.01852 0.222
O 5.39100 -14.42323 -10.06735 -0.747
O 5.29424 -18.91754 -8.76811 0.173
C 1.92864 -18.29503 -3.57996 -1.067
N 2.72674 -17.34030 -4.37080 -0.319
N 3.43009 -17.82561 -5.54260 1.174
C 4.50682 -16.99814 -5.78494 -0.319
O 5.53633 -17.18170 -6.53465 0.074
C 4.42444 -15.94188 -4.79193 -1.405
C 3.36285 -16.20292 -3.92659 0.903
C 2.95258 -15.47104 -2.67580 -1.412
C 2.68969 -18.58729 -6.53331 -0.119
C 3.20786 -19.76442 -7.05275 0.599
C 2.33557 -20.72156 -7.61442 -1.167
C 1.02412 -20.36310 -7.92355 -0.539
C 0.54121 -19.10755 -7.51266 -0.638
C 1.40906 -18.21983 -6.89279 -0.154
H 1.05508 -18.59246 -4.16650 0.318
H 1.57464 -17.76698 -2.67412 0.488
H 2.52072 -19.17659 -3.30478 0.247
H 5.11205 -15.11822 -4.68066 0.458
H 3.69617 -14.64790 -2.52484 0.338
H 3.00218 -16.19154 -1.83863 0.380
H 1.97370 -15.05354 -2.85449 0.330
H 4.26456 -19.99153 -6.94583 0.095
H 2.68956 -21.69413 -7.86989 0.535
H 0.31129 -21.06216 -8.40234 0.376
H -0.48598 -18.82608 -7.66636 0.457
H 0.99718 -17.24456 -6.59183 0.433
F 6.49724 -23.08418 -13.13601 -0.234
C 7.23886 -23.51198 -12.06934 0.782
F 8.46865 -23.92696 -12.53913 -0.278
F 6.60886 -24.63855 -11.52611 -0.269
C 7.37404 -22.43004 -11.06994 0.229
C 8.56060 -21.75923 -10.75819 -1.154
C 8.53789 -20.81573 -9.73802 -0.401
N 7.44959 -20.52778 -9.02184 0.532
C 6.34145 -21.27811 -9.22922 -0.242
C 6.26355 -22.21385 -10.22807 -0.967
H 9.48399 -22.04106 -11.26489 0.527
H 9.39005 -20.20982 -9.51160 0.455
H 5.53832 -21.14344 -8.50165 0.203
H 5.37470 -22.85270 -10.31181 0.467
O 10.61660 -23.65132 -7.56054 -0.750
S 9.76615 -23.34974 -6.38433 0.740
C 10.36591 -24.05485 -4.77014 -0.946
C 9.08709 -24.39812 -3.93346 -0.366
C 8.00614 -24.94636 -4.92169 -0.495
C 8.42121 -24.66688 -6.38026 -0.605
H 11.02792 -23.35648 -4.27562 0.442
H 10.94188 -24.90625 -5.13261 0.410
H 8.74257 -23.40850 -3.54681 0.065
H 9.29452 -25.09171 -3.08760 0.357
H 7.02560 -24.48367 -4.67894 0.189
H 7.89697 -26.05764 -4.78862 0.286
H 7.54101 -24.34189 -6.98144 0.231
H 8.85915 -25.52943 -6.90782 0.404
C 7.22886 -19.56717 -3.99136 -1.167
C 6.24447 -20.24857 -4.87673 0.508
N 5.47319 -21.21232 -4.30616 -0.348
O 6.13877 -20.01139 -6.13212 -0.046
H 7.77859 -18.78931 -4.56382 -0.029
H 7.98419 -20.32201 -3.76803 0.391
H 6.76275 -19.17603 -3.06003 0.436
H 5.66257 -21.39341 -3.32691 0.225
H 4.66013 -21.59902 -4.82676 0.267
C 7.49054 -16.29011 -14.99231 -0.925
N 7.44780 -15.73545 -13.65540 -0.224
C 7.89840 -16.37875 -12.53422 0.335
S 8.11655 -18.08868 -12.44041 -0.344
N 8.09257 -15.60717 -11.44626 0.293
C 8.27303 -14.17103 -11.40614 -0.977
H 7.83711 -15.48114 -15.68586 0.337
H 6.50080 -16.70630 -15.34243 0.244
H 8.24151 -17.10617 -15.03733 0.321
H 6.99099 -14.83097 -13.59422 0.275
H 8.02916 -16.11646 -10.57804 -0.323
H 7.35330 -13.66010 -10.98396 0.247
H 8.43035 -13.78863 -12.44831 0.425
H 9.15898 -13.90618 -10.77272 0.250
```

(5)
ORCA calculation (ωB97M-V/def2-TZVPD) on C3H6BrN2O as an isolated structure at a distorted geometry.

The expectation value of S² is 2.01. Its multiplicity is 3. The value obtained for the LUMO energy (spin up / spin down) is -4.2798 / -9.6422 eV. The HOMO energy (spin up / spin down) is -13.2 / -16.0 eV. The value obtained for the frontier orbital gap (spin up / spin down) is 8.9630 / 6.3157 eV. The total energy is -2876.198538 Eh. The total charge is +1.

```
13
Properties=species:S:1:pos:R:3:lowdin_spin:R:1
C 2.00469 0.97372 -0.02696 0.072
C -1.14333 -0.56452 -1.07336 0.033
C -0.67001 -0.02620 1.12222 0.051
N 0.88856 0.56886 -0.62240 0.410
N -0.16870 0.04414 -0.18270 0.430
O 2.64395 1.96168 0.09741 0.024
Br 2.89327 -0.85104 0.10486 0.910
H -1.68757 0.24385 -1.62399 0.020
H -1.84117 -1.03083 -0.53735 0.002
H -0.55863 -1.27330 -1.78298 0.012
H -0.51193 -0.99183 1.60218 0.023
H -1.63557 0.34022 1.18580 0.011
H -0.21356 0.60524 1.73727 0.002
```